Computed, not measured: one molecule with the formula C25H29N3O2, with wB97M-V/def2-TZVPD.

```
! wB97M-V def2-TZVPD RIJCOSX def2/J DEFGRID3
* xyz 0 1
C -1.896 -2.927 2.645
N -1.207 -1.971 1.810
C -0.014 -2.528 1.205
C 0.507 -1.608 0.101
C 1.766 -2.208 -0.543
N 2.142 -1.536 -1.763
C 1.646 -1.927 -2.960
O 1.062 -2.959 -3.170
O 1.957 -1.011 -3.910
C 1.448 -1.286 -5.217
C 0.002 -0.876 -5.325
C -1.000 -1.823 -5.485
C -2.326 -1.428 -5.545
C -2.661 -0.090 -5.435
C -1.666 0.857 -5.265
C -0.341 0.466 -5.210
C 0.759 -0.214 0.669
C -0.526 0.305 1.323
C -0.329 1.689 1.875
C -0.388 2.879 1.181
C -0.180 4.097 1.841
C 0.078 4.185 3.195
C 0.141 2.992 3.910
C -0.051 1.774 3.233
C 0.053 0.720 4.172
C 0.298 1.315 5.374
N 0.363 2.685 5.223
C 0.551 3.629 6.287
C -0.110 -0.681 3.694
C -1.006 -0.669 2.426
H -2.770 -2.451 3.086
H -2.233 -3.755 2.019
H -1.272 -3.341 3.451
H -0.286 -3.492 0.768
H 0.789 -2.714 1.942
H -0.266 -1.539 -0.671
H 2.608 -2.168 0.153
H 1.575 -3.250 -0.812
H 2.505 -0.597 -1.704
H 1.561 -2.354 -5.428
H 2.076 -0.700 -5.892
H -0.740 -2.868 -5.550
H -3.101 -2.171 -5.670
H -3.696 0.215 -5.479
H -1.923 1.903 -5.173
H 0.441 1.201 -5.071
H 1.563 -0.246 1.407
H 1.059 0.477 -0.122
H -1.305 0.323 0.552
H -0.603 2.884 0.123
H -0.235 5.009 1.264
H 0.216 5.144 3.671
H 0.441 0.878 6.344
H -0.401 4.081 6.588
H 0.986 3.126 7.149
H 1.224 4.424 5.965
H -0.571 -1.307 4.460
H 0.869 -1.109 3.459
H -1.998 -0.322 2.746
*
```

Results
Kohn-Sham gap   8.3 eV
SMILES   CN1C[C@H](CNC(=O)OCc2ccccc2)C[C@@H]2c3cccc4c3c(cn4C)C[C@@H]21
HOMO energy   -0.2771 Eh
Energy above the lowest of the compared OMol25 structures with the same formula, charge and spin   18.0 kJ/mol
LUMO   0.7 eV

Mulliken atomic charge list, values in e, 8 entries: number 1, C, carries -1.08; number 2, N, carries 0.14; number 3, C, carries -1.08; number 4, C, carries 1.41; number 5, C, carries -1.51; number 6, N, carries -0.10; number 7, C, carries 0.75; number 8, O, carries -0.62

***

Computed, not measured: C33H42GeN7O2RhS2Se as an isolated structure, with wB97M-V/def2-TZVPD.

```
! wB97M-V def2-TZVPD RIJCOSX def2/J DEFGRID3
* xyz 2 1
Rh 1.360 0.814 0.047
C 0.900 3.771 0.741
C 0.102 3.080 1.834
C 0.985 2.197 2.671
C 1.059 2.396 4.043
C 1.919 1.638 4.814
C 2.717 0.695 4.184
C 2.592 0.537 2.822
N 1.741 1.253 2.071
N 1.152 2.883 -0.424
C 0.059 2.976 -1.424
C 0.231 1.862 -2.412
C -0.242 1.964 -3.703
C -0.152 0.870 -4.546
C 0.440 -0.288 -4.072
C 0.920 -0.309 -2.781
N 0.824 0.740 -1.955
C 2.394 3.318 -1.124
C 3.600 2.596 -0.628
C 4.860 3.166 -0.627
C 5.949 2.393 -0.260
C 5.735 1.072 0.102
C 4.445 0.582 0.093
N 3.388 1.321 -0.268
H 0.383 4.665 0.385
H 1.868 4.084 1.137
H -0.334 3.840 2.481
H -0.725 2.514 1.402
H 0.433 3.153 4.495
H 1.972 1.785 5.885
H 3.417 0.082 4.733
H 3.174 -0.215 2.313
H -0.906 2.848 -0.934
H 0.093 3.953 -1.912
H -0.726 2.875 -4.021
H -0.551 0.918 -5.550
H 0.524 -1.173 -4.687
H 1.394 -1.190 -2.385
H 2.286 3.082 -2.184
H 2.503 4.401 -1.044
H 4.980 4.200 -0.920
H 6.946 2.813 -0.256
H 6.549 0.425 0.396
H 4.257 -0.442 0.385
N -8.153 -0.253 0.614
C -6.983 -0.033 -0.054
C -6.326 1.206 0.049
C -5.135 1.419 -0.605
C -4.563 0.398 -1.362
C -5.206 -0.830 -1.482
C -6.402 -1.045 -0.832
S -3.036 0.668 -2.160
O -2.686 -0.533 -2.878
O -3.079 1.917 -2.874
N -1.909 0.919 -1.016
C -1.727 0.221 0.062
S -2.942 -0.712 0.935
C -1.806 -1.030 2.198
C -0.622 -0.469 1.929
N -0.535 0.221 0.717
H -8.661 0.534 0.978
H -8.712 -1.049 0.362
H -6.775 2.000 0.633
H -4.647 2.384 -0.545
H -4.758 -1.606 -2.088
H -6.907 -1.998 -0.931
H -2.072 -1.610 3.065
H 0.239 -0.557 2.569
C 1.989 -5.355 0.018
Ge 0.297 -4.529 0.528
C 0.192 -4.326 2.462
C -1.243 -5.432 -0.235
C 0.280 -2.687 -0.264
Se 1.811 -1.647 0.341
C 3.082 -2.199 -1.041
H 2.032 -6.368 0.418
H 2.842 -4.811 0.428
H 2.094 -5.420 -1.065
H 0.271 -5.303 2.938
H -0.758 -3.881 2.756
H 1.005 -3.703 2.838
H -1.317 -6.443 0.166
H -1.156 -5.502 -1.319
H -2.163 -4.900 0.006
H -0.611 -2.144 0.039
H 0.312 -2.720 -1.353
H 3.858 -2.793 -0.566
H 3.510 -1.328 -1.531
H 2.559 -2.816 -1.768
*
```

Results
Kohn-Sham gap   6.1 eV
HOMO energy   -0.4349 Eh
Energy above the lowest of the compared OMol25 structures with the same formula, charge and spin   0.0 kJ/mol
LUMO   -5.7 eV

Mulliken atomic charge list, values in e, 8 entries: number 1, Rh, carries -0.27; number 2, C, carries -0.96; number 3, C, carries -1.17; number 4, C, carries 0.99; number 5, C, carries -0.99; number 6, C, carries -0.64; number 7, C, carries -1.17; number 8, C, carries -0.14

***

Computed, not measured: a 4-piece molecular cluster, C24H33Br2F9N6O5PS2 overall at a distorted geometry, with wB97M-V/def2-TZVPD.

```
! wB97M-V def2-TZVPD RIJCOSX def2/J DEFGRID3
* xyz 1 1
C -5.107 2.265 3.135
C -4.049 1.550 2.306
Br -3.615 2.446 0.644
C -3.457 0.428 2.659
Br -4.052 -0.344 4.335
C -2.364 -0.289 1.845
N -2.943 -0.638 0.509
C -1.914 -1.294 -0.180
N -1.894 -2.574 -0.382
P -0.475 -3.262 -1.239
S -0.692 -3.302 -3.151
N -0.858 -0.478 -0.618
C -1.502 0.504 -1.552
C -0.746 0.691 -2.899
O -1.606 0.211 -3.978
C -0.764 -0.237 -4.983
O -0.258 0.531 -5.693
C -0.138 0.159 0.518
C 0.699 1.383 0.097
C 1.860 0.988 -0.895
C 2.082 2.071 -1.981
C 3.500 2.688 -1.925
O 4.525 1.727 -1.717
C -1.027 0.488 1.765
S -0.112 0.363 3.330
O -0.840 1.152 4.280
O 1.237 0.839 3.264
C -0.062 -1.364 4.028
F -1.225 -1.721 4.549
F 0.770 -1.295 5.060
C 0.527 -2.460 3.095
F -0.329 -2.800 2.107
F 1.669 -1.968 2.617
C 0.943 -3.773 3.851
F 0.084 -4.112 4.802
F 2.141 -3.630 4.407
C 1.067 -5.002 2.879
F -0.116 -5.561 2.703
F 1.629 -4.689 1.735
F 1.794 -5.913 3.484
H -5.685 2.953 2.500
H -5.826 1.572 3.582
H -4.602 2.905 3.875
H -2.215 -1.251 2.372
H -3.690 -1.328 0.609
H -2.653 -3.166 -0.050
H 0.679 -2.512 -0.921
H -0.257 -4.569 -0.729
H -2.483 0.096 -1.853
H -1.714 1.478 -1.099
H 0.177 0.100 -2.940
H -0.596 1.763 -3.081
H -0.562 -1.312 -5.116
H 0.620 -0.574 0.864
H 1.216 1.786 0.983
H 0.079 2.209 -0.282
H 2.767 0.856 -0.286
H 1.624 -0.004 -1.315
H 1.357 2.894 -1.891
H 1.937 1.639 -2.986
H 3.737 3.239 -2.852
H 3.535 3.415 -1.100
H 4.823 1.354 -2.554
H -1.292 1.558 1.681
C 0.397 6.360 -3.017
C 0.242 5.444 -1.879
N 0.120 4.735 -0.997
H -0.579 6.594 -3.438
H 0.873 7.281 -2.686
H 1.014 5.894 -3.784
C 3.677 -3.927 6.804
C 4.880 -3.917 7.647
N 5.811 -3.909 8.300
H 2.807 -3.655 7.399
H 3.791 -3.212 5.993
H 3.527 -4.921 6.386
C -0.257 1.101 -9.098
C -0.443 1.967 -10.270
N -0.587 2.639 -11.176
H 0.661 1.371 -8.580
H -1.097 1.217 -8.415
H -0.195 0.061 -9.412
*
```

Results
Kohn-Sham gap   8.0 eV
HOMO energy   -0.4591 Eh
LUMO   -4.5 eV

Mulliken atomic charge list, values in e, 8 entries: number 1, C, carries -1.46; number 2, C, carries 0.66; number 3, Br, carries -0.05; number 4, C, carries -1.41; number 5, Br, carries -0.08; number 6, C, carries 0.08; number 7, N, carries 0.18; number 8, C, carries -0.98